Record 1
# CH7NO

A molecular structure, CH7NO at a distorted geometry (ωB97M-V/def2-TZVPD, the OMol25 dataset).

ORCA input file:
```
! RIJCOSX wB97M-V def2-TZVPD def2/J DEFGRID3
* xyz 0 1
H 1.027 1.173 -0.907
H 1.160 1.228 0.931
H -1.289 0.747 -0.351
C 1.275 -0.636 0.026
N 0.858 0.728 0.024
H 1.047 -1.115 1.021
H 2.312 -0.787 -0.238
H -2.968 0.215 0.481
H 0.870 -1.041 -0.889
O -1.977 -0.212 -0.047
*
```

Output
Maximum force   6.1 eV Å⁻¹
Lowest unoccupied orbital energy   0.8 eV
Electronic energy   -4685.54272 eV
Highest occupied orbital energy   -9.10 eV

Results of the natural (NBO) charge analysis, in e, for atoms 1 through 4: number 1, H, carries 0.374; number 2, H, carries 0.377; number 3, H, carries 0.499; number 4, C, carries -0.407

Record 2
# C39H72BBr12IN2O6S

7 unconnected molecules or ions with the total composition C39H72BBr12IN2O6S at a distorted geometry (ωB97M-V/def2-TZVPD, the OMol25 dataset).

ORCA input file:
```
! RIJCOSX wB97M-V def2-TZVPD def2/J DEFGRID3
* xyz 0 1
Br -4.688 3.169 -5.295
H 4.039 -3.349 0.968
C -5.193 2.138 -3.723
H -6.485 -6.069 -4.375
H -0.728 -0.822 4.001
C 0.805 -4.102 1.895
C 2.689 0.009 1.045
C 0.369 2.038 6.215
H -10.823 2.795 -4.405
C 0.045 -1.224 3.346
H 6.749 4.132 -4.560
H 8.264 -3.618 -0.958
H -0.217 1.169 5.907
H -0.271 -4.106 2.076
H -3.848 -7.688 -2.891
H -8.983 -7.303 -3.091
C -3.079 -6.967 -3.162
H 0.711 2.560 5.323
H -3.421 -0.906 0.359
Br -2.241 -4.226 -3.208
C 3.422 3.406 -0.899
H -4.202 1.193 2.781
H -0.376 -1.574 2.409
H -0.403 4.396 -2.443
H 5.673 2.771 -6.479
H -8.200 4.076 -5.370
C 7.803 -2.667 -1.215
H 2.943 2.903 1.176
C -9.971 2.859 -5.075
H 3.473 4.446 -0.599
H 1.071 0.561 3.917
C 0.079 3.523 1.174
C 3.967 0.030 1.895
C -3.640 -5.573 -3.129
H 0.454 -6.194 1.696
N 0.220 5.135 -0.628
C 4.043 1.008 3.092
C -0.771 1.124 0.951
C -9.179 4.129 -4.905
C -2.305 2.208 2.464
C 3.547 2.080 6.018
Br -2.511 -7.473 -4.954
C 1.386 0.423 1.788
C -0.422 2.507 0.359
C 3.431 2.449 0.314
H 4.992 4.386 -6.198
H 5.422 1.019 6.267
H -3.794 2.330 4.058
H -0.910 2.146 -1.715
H 0.794 5.516 1.310
Br 8.532 2.974 -5.811
H -1.331 0.260 -0.884
H -2.665 1.161 -0.147
H -8.068 -5.268 -4.424
H -1.893 3.079 2.982
H -6.214 1.814 -3.909
Br -8.868 1.296 -4.736
H -5.623 2.456 -1.650
C 1.517 1.563 7.066
H 3.644 0.639 -0.761
H 7.425 5.201 -5.806
H 7.044 -2.059 0.730
O 2.602 1.064 6.385
C 5.884 3.835 -6.490
C -3.378 1.590 3.377
H -2.792 2.546 1.548
H 3.742 -0.378 4.758
O 3.321 -3.203 1.598
H 4.254 -0.957 2.267
O -1.286 1.240 2.265
H -2.453 -3.498 1.666
C -7.454 -5.991 -3.891
C -0.572 2.863 -0.987
H -0.259 2.676 6.831
H 4.778 0.303 1.226
H -10.312 2.759 -6.103
H -4.538 1.273 -3.692
H 1.982 1.171 -0.682
O 1.037 -3.015 0.992
C 7.773 -1.756 -0.017
C -1.745 -2.031 -0.242
Br 7.335 0.069 -0.521
Br -3.282 3.231 -1.882
H -0.671 -1.879 -0.360
H 0.418 -2.111 3.865
H 3.126 1.567 3.284
H 0.230 3.348 2.232
O 1.516 1.607 8.260
C -2.350 -0.886 0.580
H 2.536 3.180 -1.484
H -2.938 0.755 3.921
Br -8.885 4.547 -3.027
C 2.894 1.073 -0.092
H 5.447 -0.140 4.175
H 2.156 -5.750 1.532
H -8.517 -7.628 -4.772
Br 6.015 -3.118 -1.844
H 1.480 1.494 1.959
N 2.518 -1.225 0.241
C 7.041 4.207 -5.604
H 4.812 1.758 2.887
H 3.779 2.735 6.860
H 3.374 -1.358 -0.295
H 4.483 2.329 0.591
H 1.278 -3.968 2.867
H -4.315 -5.371 -3.955
S -2.164 -3.679 0.366
H 8.323 -2.228 -2.060
H 8.759 -1.704 0.440
H 2.135 -0.729 3.477
H 3.102 2.692 5.223
C -0.253 4.148 -1.395
H -4.155 -5.393 -2.189
C -8.157 -7.317 -3.794
Br 6.208 4.326 -8.346
C -1.851 0.476 0.054
B 2.293 -2.487 0.968
O 0.277 0.201 0.913
H -9.728 4.977 -5.308
Br -6.947 -8.726 -3.217
H 5.375 2.203 4.997
C 1.140 -5.461 1.269
C -5.127 2.970 -2.471
H -5.565 3.955 -2.597
C 1.211 -0.232 3.182
C 4.792 1.401 5.461
H -2.174 -1.974 -1.244
H 1.007 -5.410 0.191
C 4.487 0.330 4.406
H -2.183 -1.011 1.647
Br -7.149 -5.211 -2.134
I 5.088 3.059 -2.226
C 0.381 4.763 0.642
H -2.219 -7.087 -2.512
*
```

Output
Maximum force   2.2 eV Å⁻¹
Lowest unoccupied orbital energy   0.1 eV
Electronic energy   -917001.34090 eV
Highest occupied orbital energy   -8.58 eV

Results of the Mulliken charge analysis, in e, for atoms 1 through 4: number 1, Br, carries -0.145; number 2, H, carries 0.254; number 3, C, carries -0.200; number 4, H, carries 0.276

Record 3
# C18H23MnN6O4P2

A molecular structure, C18H23MnN6O4P2 (ωB97M-V/def2-TZVPD, the OMol25 dataset).

ORCA input file:
```
! RIJCOSX wB97M-V def2-TZVPD def2/J DEFGRID3
* xyz 3 2
H -3.852 2.288 -3.228
H -0.014 0.576 4.799
C -2.652 -2.272 -0.044
H 1.593 1.734 3.297
H -2.424 -2.592 -1.061
H 2.260 -2.218 2.800
O -2.300 6.299 -5.251
C 0.529 2.539 -1.818
C -0.725 -0.116 4.365
C 3.430 -1.867 -0.757
H -1.957 1.332 -1.941
N 3.917 -2.501 -1.800
H 0.514 4.688 -3.219
N 2.885 -3.674 -3.525
C -0.518 -0.658 3.100
H -0.432 -4.410 0.130
N 1.721 -2.751 -1.746
C -2.727 3.981 -3.916
H -1.333 -4.533 1.658
C -2.591 -1.893 3.293
C -1.850 2.254 -2.492
H -3.092 -1.276 -0.057
C -1.456 -1.551 2.563
H -2.021 -0.036 6.067
H 0.414 2.061 2.008
N 2.825 -3.011 -2.349
H 4.042 -1.334 -0.049
H 2.125 -4.334 -3.633
N -1.331 5.902 -4.659
O 1.550 2.411 -1.364
N 2.093 -2.010 -0.684
C -0.425 4.147 -3.204
H 2.130 1.765 1.613
C -1.503 4.630 -3.899
O -0.235 6.405 -4.602
C -1.860 -0.461 5.086
P -1.146 -2.257 0.940
Mn 0.528 -1.013 0.015
C -0.618 2.938 -2.493
O -0.217 0.168 -0.630
P 0.962 -0.272 2.148
C 1.305 1.493 2.271
H -3.365 -2.976 0.390
H -3.670 -1.612 5.121
H 2.382 -0.893 3.968
C -2.895 2.789 -3.208
C -0.576 -3.963 1.114
H 3.817 -4.042 -3.681
C -2.788 -1.346 4.553
H -3.537 4.419 -4.487
H 3.298 -0.809 2.457
H 0.357 -4.007 1.677
C 2.359 -1.137 2.904
H -3.325 -2.582 2.893
*
```

Output
Maximum force   0.6 eV Å⁻¹
Lowest unoccupied orbital energy (alpha / beta)   -10.6 / -10.2 eV
Electronic energy   -86034.93116 eV
Highest occupied orbital energy (alpha / beta)   -18.17 / -18.17 eV

Results of the natural (NBO) charge analysis, in e, for atoms 1 through 4: number 1, H, carries 0.267; number 2, H, carries 0.237; number 3, C, carries -0.954; number 4, H, carries 0.282